# 1
DFT (ωB97M-V/def2-TZVPD) results for an isolated ion of composition C10H12N5 and charge +1 at a distorted geometry.

Atoms and positions in Å:
C1 1.748 -1.713 0.483
C2 -1.649 -0.874 -1.269
C3 2.861 -1.731 -0.315
C4 -2.766 0.102 0.375
C5 0.971 -0.499 0.238
C6 -1.492 -0.321 0.023
C7 1.702 0.138 -0.814
C8 0.633 2.306 -0.631
C9 -0.302 -0.148 0.797
C10 -0.466 -0.274 2.306
N1 -2.934 -0.838 -1.632
N2 2.803 -0.595 -1.083
N3 -3.584 -0.217 -0.646
N4 -0.039 1.941 0.367
N5 1.470 1.451 -1.315
H1 1.618 -2.476 1.266
H2 -0.891 -1.425 -1.804
H3 3.677 -2.405 -0.527
H4 -3.061 0.581 1.289
H5 0.624 3.309 -1.005
H6 -0.467 0.801 2.685
H7 0.496 -0.694 2.492
H8 -1.357 -0.832 2.746
H9 3.407 -0.291 -1.913
H10 -4.540 0.151 -0.851
H11 -0.617 2.712 0.751
H12 2.155 1.841 -2.014

Properties
E_HOMO in eV: -11.73
LUMO in eV: -4.1346
Energy relative to the best compared isomer or geometry (same formula, charge and spin) in kcal per mole: 22.10
Net charge: +1
Orbital gap in eV: 7.6

The molecule's natural (NBO) atomic charges, reported in e, are given here: -0.25, 0.00, -0.05, 0.04, -0.28, -0.30, 0.35, 0.33, 0.46, -0.70, -0.22, -0.50, -0.30, -0.64, -0.59, 0.25, 0.23, 0.25, 0.23, 0.20, 0.26, 0.25, 0.26, 0.43, 0.44, 0.40, 0.43

***

# 2
DFT (ωB97M-V/def2-TZVPD) results for an isolated ion of composition C2H4BrN2 and charge +1 at a distorted geometry.

Atoms and positions in Å:
C1 3.499 0.952 0.265
C2 -0.264 -0.288 0.019
N1 1.030 -0.558 0.567
N2 1.943 0.284 0.378
Br1 4.721 -0.205 -0.116
H1 -0.802 0.165 0.937
H2 -0.508 0.253 -0.871
H3 -0.679 -1.242 -0.098
H4 1.518 1.175 0.028

Properties
E_HOMO in eV: -15.42
LUMO in eV: -7.1586
Energy relative to the best compared isomer or geometry (same formula, charge and spin) in kcal per mole: 139.78
Net charge: +1
Orbital gap in eV: 8.3

The molecule's natural (NBO) atomic charges, reported in e, are given here: 0.08, -0.52, 0.11, -0.29, 0.45, 0.29, 0.25, 0.26, 0.37

***

# 3
DFT (ωB97M-V/def2-TZVPD) results for C34H33BrFN3PRuSSi as an isolated structure at a distorted geometry.

Atoms and positions in Å:
Ru1 -0.457 0.829 0.341
C1 -0.817 -5.210 5.003
C2 -0.078 -5.389 3.844
C3 0.279 -4.301 3.066
C4 -0.129 -3.031 3.456
C5 -0.857 -2.846 4.630
C6 -1.203 -3.938 5.403
P1 0.044 -1.563 2.393
C7 1.281 -2.010 1.131
C8 2.611 -1.787 1.488
C9 3.630 -2.174 0.637
C10 3.319 -2.762 -0.580
C11 1.999 -2.969 -0.940
C12 0.970 -2.603 -0.090
C13 -1.635 -1.523 1.679
C14 -2.616 -2.468 1.984
C15 -3.952 -2.169 1.790
C16 -4.322 -0.918 1.323
C17 -3.350 0.004 0.952
C18 -2.004 -0.316 1.080
H1 -1.088 -6.067 5.600
H2 0.218 -6.381 3.535
H3 0.843 -4.437 2.153
H4 -1.161 -1.848 4.916
H5 -1.774 -3.802 6.308
H6 2.830 -1.334 2.446
H7 4.661 -2.034 0.924
H8 4.102 -3.078 -1.251
H9 1.772 -3.438 -1.886
H10 -0.060 -2.815 -0.347
H11 -2.327 -3.423 2.391
H12 -4.709 -2.893 2.043
H13 -5.363 -0.653 1.236
H14 -3.660 0.975 0.584
C19 -1.502 5.232 -1.855
Si1 -1.457 3.630 -0.831
C20 -2.355 2.263 -1.835
C21 -2.388 3.979 0.809
N1 0.061 2.828 -0.486
C22 1.317 3.276 -0.562
C23 1.719 4.414 -1.302
C24 3.040 4.781 -1.397
C25 4.039 4.056 -0.754
C26 3.696 2.933 -0.011
C27 2.375 2.573 0.070
F1 2.036 1.425 0.756
H15 -2.543 5.497 -2.016
H16 -1.042 5.119 -2.832
H17 -1.033 6.065 -1.341
H18 -3.403 2.497 -1.983
H19 -2.291 1.303 -1.310
H20 -1.896 2.140 -2.812
H21 -3.401 4.307 0.591
H22 -1.901 4.769 1.373
H23 -2.451 3.107 1.457
H24 0.960 4.973 -1.819
H25 3.301 5.644 -1.992
H26 5.072 4.351 -0.842
H27 4.444 2.337 0.491
N2 -2.388 -1.611 -1.592
C28 -1.281 -1.160 -2.192
N3 -0.353 -0.407 -1.654
C29 0.671 -0.183 -2.562
C30 1.835 0.537 -2.333
C31 2.734 0.742 -3.361
C32 2.512 0.194 -4.619
C33 1.394 -0.584 -4.858
C34 0.482 -0.753 -3.832
S1 -1.003 -1.665 -3.849
H28 -2.674 -1.229 -0.697
H29 -3.052 -2.136 -2.135
H30 2.037 0.900 -1.347
H31 3.620 1.334 -3.179
H32 3.228 0.358 -5.410
H33 1.226 -1.047 -5.818
Br1 -0.383 1.581 2.631

Properties
2S+1: 5
E_HOMO (spin up / spin down) in eV: -10.18 / -9.91
LUMO (spin up / spin down) in eV: -2.5727 / -5.5882
Energy relative to the best compared isomer or geometry (same formula, charge and spin) in kcal per mole: 51.66
Expectation value of S²: 6.0612
Net charge: +1
Orbital gap (spin up / spin down) in eV: 7.6 / 4.3

The molecule's Löwdin atomic charges, reported in e, are given here: 1.00, -0.07, -0.07, -0.08, -0.39, -0.11, -0.07, 1.01, -0.41, -0.11, -0.07, -0.07, -0.08, -0.11, -0.42, -0.07, -0.06, -0.07, -0.14, -0.43, 0.11, 0.11, 0.10, 0.11, 0.11, 0.11, 0.11, 0.11, 0.11, 0.10, 0.11, 0.11, 0.11, 0.10, -0.17, 0.48, -0.16, -0.18, -0.07, -0.30, 0.02, -0.05, -0.03, 0.02, -0.21, -0.05, 0.04, 0.03, 0.03, 0.04, -0.04, 0.04, 0.04, 0.03, -0.04, 0.09, 0.12, 0.12, 0.13, 0.15, -0.68, 0.00, -0.32, -0.03, -0.06, -0.07, -0.08, -0.46, 1.12, 0.05, 0.11, 0.07, 0.11, 0.11, 0.11, 0.29

***

# 4
DFT (ωB97M-V/def2-TZVPD) results for a 6-piece molecular cluster, C24H30F18O12 overall at a distorted geometry.

Atoms and positions in Å:
C1 -0.846 2.012 1.503
C2 -0.177 1.443 0.238
O1 -1.041 0.718 -0.604
C3 -1.958 1.347 -1.291
O2 -2.266 2.529 -1.146
C4 -2.608 0.484 -2.345
F1 -3.196 1.242 -3.300
F2 -1.622 -0.344 -2.862
F3 -3.665 -0.190 -1.953
H1 -1.776 2.533 1.276
H2 -0.225 2.795 1.938
H3 -1.144 1.211 2.179
H4 0.704 0.885 0.554
H5 0.261 2.301 -0.271
C5 10.678 5.314 9.153
C6 9.460 4.709 8.558
O3 8.202 5.302 9.091
C7 7.064 4.644 9.038
O4 7.061 3.374 8.848
C8 5.770 5.457 9.264
F4 5.179 5.685 8.110
F5 4.861 4.770 10.055
F6 6.036 6.680 9.870
H6 10.656 6.378 8.913
H7 11.606 4.859 8.807
H8 10.493 5.336 10.227
H9 9.584 3.649 8.780
H10 9.496 4.906 7.486
C9 -10.394 -6.366 -11.608
C10 -8.873 -6.629 -11.190
O5 -8.375 -5.430 -10.674
C11 -7.425 -4.640 -11.384
O6 -7.017 -4.812 -12.526
C12 -6.852 -3.547 -10.391
F7 -5.573 -3.704 -10.227
F8 -6.904 -2.334 -10.985
F9 -7.507 -3.522 -9.239
H11 -10.916 -6.816 -10.764
H12 -10.573 -6.918 -12.531
H13 -10.701 -5.336 -11.792
H14 -8.286 -6.777 -12.097
H15 -8.875 -7.480 -10.510
C13 4.934 11.202 3.994
C14 4.419 11.766 2.694
O7 3.520 10.851 2.200
C15 3.214 10.811 0.824
O8 3.895 11.454 -0.008
C16 2.086 9.915 0.408
F10 1.063 10.700 -0.062
F11 2.509 9.126 -0.634
F12 1.655 9.137 1.389
H16 5.479 10.285 3.771
H17 4.190 11.065 4.779
H18 5.669 11.926 4.347
H19 5.273 11.906 2.032
H20 3.927 12.729 2.832
C17 4.562 -7.414 1.873
C18 6.048 -7.197 1.408
O9 5.875 -6.720 0.079
C19 5.691 -5.363 -0.187
O10 5.500 -4.496 0.624
C20 5.664 -5.034 -1.686
F13 5.800 -6.163 -2.397
F14 4.450 -4.473 -2.006
F15 6.618 -4.164 -1.977
H21 4.619 -7.849 2.871
H22 3.954 -8.011 1.194
H23 4.159 -6.418 2.055
H24 6.634 -8.113 1.336
H25 6.682 -6.578 2.043
C21 -8.176 -6.927 -1.773
C22 -7.130 -6.560 -0.744
O11 -7.639 -5.484 0.049
C23 -6.982 -5.172 1.273
O12 -5.885 -5.621 1.561
C24 -7.836 -4.242 2.112
F16 -8.304 -4.899 3.146
F17 -7.086 -3.210 2.460
F18 -8.882 -3.796 1.385
H26 -8.287 -6.240 -2.612
H27 -9.110 -6.974 -1.213
H28 -7.936 -7.904 -2.192
H29 -6.280 -6.112 -1.260
H30 -6.873 -7.457 -0.182

Properties
E_HOMO in eV: -11.18
LUMO in eV: 0.3859
Energy relative to the best compared isomer or geometry (same formula, charge and spin) in kcal per mole: 106.98
Net charge: 0
Orbital gap in eV: 11.6

The molecule's Löwdin atomic charges, reported in e, are given here: -0.06, -0.20, 0.05, -0.38, 0.14, -0.50, 0.15, 0.13, 0.19, 0.07, 0.08, 0.08, 0.13, 0.13, -0.08, -0.19, 0.04, -0.32, 0.08, -0.47, 0.19, 0.12, 0.12, 0.08, 0.09, 0.09, 0.12, 0.13, -0.04, -0.20, -0.04, -0.25, 0.14, -0.57, 0.20, 0.14, 0.18, 0.06, 0.07, 0.07, 0.11, 0.12, -0.06, -0.27, 0.00, -0.25, 0.13, -0.51, 0.14, 0.14, 0.19, 0.08, 0.08, 0.08, 0.13, 0.13, -0.05, -0.19, -0.03, -0.32, 0.17, -0.53, 0.16, 0.14, 0.19, 0.07, 0.08, 0.07, 0.12, 0.12, -0.07, -0.23, -0.02, -0.28, 0.15, -0.59, 0.20, 0.19, 0.15, 0.08, 0.08, 0.08, 0.13, 0.13

***

# 5
DFT (ωB97M-V/def2-TZVPD) results for an isolated ion of composition C6H5F3OP and charge +1 at a distorted geometry.

Atoms and positions in Å:
C1 0.928 0.336 0.312
C2 -0.065 1.180 -0.163
C3 0.737 -1.018 0.626
C4 -1.304 0.644 -0.444
C5 -0.549 -1.564 0.478
C6 -1.494 -0.712 -0.198
O1 -2.747 -1.226 -0.435
F1 -5.294 -0.871 0.247
F2 -4.918 0.926 -1.149
F3 -3.726 0.840 0.893
P1 -4.139 -0.018 -0.282
H1 1.956 0.726 0.558
H2 0.189 2.181 -0.288
H3 1.648 -1.588 0.833
H4 -2.012 1.321 -0.942
H5 -0.885 -2.586 0.413

Properties
E_HOMO in eV: -13.29
LUMO in eV: -7.1420
Energy relative to the best compared isomer or geometry (same formula, charge and spin) in kcal per mole: 0.00
Net charge: +1
Orbital gap in eV: 6.2

The molecule's natural (NBO) atomic charges, reported in e, are given here: -0.19, -0.17, -0.16, -0.29, -0.23, 0.24, -0.58, -0.48, -0.46, -0.48, 2.62, 0.24, 0.24, 0.25, 0.21, 0.25

***

# 6
DFT (ωB97M-V/def2-TZVPD) results for C28H40BrIN3O2Si2TeV as an isolated structure.

Atoms and positions in Å:
V1 -0.021 -0.104 -0.015
C1 4.348 1.498 -0.160
C2 3.779 1.322 1.215
N1 4.485 1.701 2.246
C3 3.981 1.539 3.494
C4 2.759 0.989 3.748
C5 2.294 0.862 5.177
O1 2.048 -0.484 5.575
C6 1.956 0.577 2.643
C7 0.680 -0.025 2.919
N2 -0.249 -0.344 2.074
C8 -1.449 -0.877 2.639
C9 -1.969 -0.400 3.843
C10 -3.125 -0.931 4.389
C11 -3.802 -1.953 3.740
C12 -3.325 -2.422 2.527
C13 -2.172 -1.874 1.990
I1 -1.565 -2.540 0.098
C14 2.471 0.750 1.347
O2 1.843 0.429 0.254
H1 5.273 2.064 -0.093
H2 4.557 0.527 -0.617
H3 3.642 2.009 -0.818
H4 4.612 1.878 4.307
H5 3.028 1.338 5.830
H6 1.350 1.388 5.327
H7 2.885 -0.959 5.595
H8 0.503 -0.266 3.964
H9 -1.467 0.415 4.351
H10 -3.500 -0.539 5.325
H11 -4.704 -2.375 4.163
H12 -3.854 -3.202 1.997
C15 3.285 -2.400 -3.628
C16 1.948 -1.719 -3.513
C17 1.067 -1.623 -4.584
C18 -0.161 -1.007 -4.427
C19 -0.473 -0.493 -3.182
Br1 -2.160 0.305 -2.897
N3 0.352 -0.542 -2.146
C20 1.538 -1.155 -2.318
H13 3.578 -2.509 -4.671
H14 3.250 -3.397 -3.185
H15 4.061 -1.836 -3.112
H16 1.342 -2.033 -5.549
H17 -0.866 -0.924 -5.241
H18 2.187 -1.156 -1.451
C21 0.778 5.798 -1.220
Si1 0.701 5.431 0.611
C22 2.166 6.162 1.509
C23 -0.906 6.068 1.328
C24 0.796 3.554 0.827
Te1 -0.861 2.542 -0.060
C25 -2.112 2.687 1.658
Si2 -3.939 2.367 1.297
C26 -4.853 2.495 2.921
C27 -4.106 0.636 0.593
C28 -4.548 3.642 0.076
H19 0.738 6.876 -1.396
H20 -0.058 5.344 -1.758
H21 1.709 5.427 -1.658
H22 2.194 7.249 1.390
H23 3.105 5.760 1.120
H24 2.126 5.945 2.579
H25 -0.938 7.159 1.266
H26 -1.015 5.800 2.383
H27 -1.773 5.684 0.780
H28 0.837 3.245 1.874
H29 1.693 3.164 0.340
H30 -1.969 3.702 2.033
H31 -1.731 1.989 2.406
H32 -4.464 1.770 3.642
H33 -5.920 2.294 2.788
H34 -4.754 3.493 3.355
H35 -4.193 -0.100 1.397
H36 -3.242 0.357 -0.021
H37 -4.994 0.549 -0.037
H38 -4.544 4.642 0.516
H39 -5.573 3.419 -0.231
H40 -3.929 3.670 -0.825

Properties
2S+1: 4
E_HOMO (spin up / spin down) in eV: -10.19 / -10.63
LUMO (spin up / spin down) in eV: -2.9715 / -3.1797
Energy relative to the best compared isomer or geometry (same formula, charge and spin) in kcal per mole: 0.00
Expectation value of S²: 3.7629
Net charge: +1
Orbital gap (spin up / spin down) in eV: 7.2 / 7.4

The molecule's Löwdin atomic charges, reported in e, are given here: 0.35, -0.02, -0.27, 0.13, -0.09, -0.15, -0.20, -0.06, -0.07, -0.03, -0.03, -0.32, -0.03, -0.06, -0.06, -0.15, -0.60, 1.15, -0.30, -0.22, 0.08, 0.08, 0.08, 0.12, 0.12, 0.13, 0.10, 0.12, 0.12, 0.12, 0.12, 0.10, -0.03, -0.23, 0.01, -0.08, -0.73, 0.79, -0.08, -0.07, 0.08, 0.09, 0.09, 0.13, 0.11, 0.12, -0.18, 0.39, -0.17, -0.18, -0.53, 1.31, -0.53, 0.40, -0.17, -0.16, -0.18, 0.04, 0.02, 0.04, 0.04, 0.04, 0.03, 0.04, 0.04, 0.02, 0.02, 0.00, 0.00, -0.01, 0.02, 0.04, 0.04, 0.02, -0.04, 0.05, 0.04, 0.04, 0.02

***

# 7
DFT (ωB97M-V/def2-TZVPD) results for a single C4H7ClN2 molecule at a distorted geometry.

Atoms and positions in Å:
C1 -1.550 -0.598 -0.507
C2 -0.143 -0.642 -1.151
C3 -0.761 0.106 0.677
C4 2.196 0.871 0.987
H1 -2.091 -1.535 -0.494
H2 0.475 -1.622 -0.921
H3 -0.189 -0.245 -2.165
H4 -0.608 -0.740 1.409
H5 -1.127 0.963 1.073
H6 3.260 0.671 0.983
H7 1.562 1.042 1.964
N1 0.210 0.498 -0.345
N2 1.591 0.679 -0.229
Cl1 -2.824 0.553 -1.280

Properties
E_HOMO in eV: -9.03
LUMO in eV: 0.8938
Energy relative to the best compared isomer or geometry (same formula, charge and spin) in kcal per mole: 101.04
Net charge: 0
Orbital gap in eV: 9.9

The molecule's natural (NBO) atomic charges, reported in e, are given here: -0.15, -0.25, -0.26, -0.19, 0.23, 0.20, 0.23, 0.19, 0.21, 0.20, 0.17, -0.27, -0.21, -0.11

***

# 8
DFT (ωB97M-V/def2-TZVPD) results for an isolated ion of composition C2H7N3P and charge -1 at a distorted geometry.

Atoms and positions in Å:
N1 0.661 -1.900 -1.113
C1 -0.214 -1.431 -0.280
C2 -1.083 -0.168 -0.589
N2 -1.135 0.818 0.491
P1 0.423 1.262 1.027
N3 1.325 2.101 -0.010
H1 1.115 -2.717 -0.689
H2 -0.324 -1.986 0.688
H3 -2.138 -0.556 -0.713
H4 -0.776 0.229 -1.592
H5 0.225 2.074 2.191
H6 1.142 0.087 1.456
H7 0.778 2.188 -0.867

Properties
E_HOMO in eV: -3.14
LUMO in eV: 4.1842
Net charge: -1
Orbital gap in eV: 7.3

The molecule's natural (NBO) atomic charges, reported in e, are given here: -0.67, 0.14, -0.29, -1.10, 1.48, -1.42, 0.31, 0.14, 0.18, 0.17, -0.12, -0.15, 0.35

***

| no. | energy (eV) | molar mass (g mol⁻¹) |
| --- | --- | --- |
| 1 | -18006.93042 | 202.24 |
| 2 | -75147.37114 | 135.97 |
| 3 | -143602.32493 | 774.76 |
| 4 | -98857.10236 | 852.46 |
| 5 | -25784.57780 | 181.07 |
| 6 | -165128.37522 | 892.17 |
| 7 | -19760.35139 | 118.57 |
| 8 | -15945.51987 | 104.07 |